[1]
A structure of composition C8H13NS at a distorted geometry. Source: the OMol25 dataset; level of theory: the ωB97M-V functional and the def2-TZVPD basis.

Kohn-Sham gap   7.8 eV
Molar mass   155.27 g mol⁻¹
Highest occupied orbital energy   -7.560 eV
F_max   5.090 eV/A
Energy relative to the best compared isomer or geometry (same formula, charge and spin)   263.4 kJ/mol
Multiplicity   1

Last column: Mulliken charge in e.
Element x y z (Å)
C 1.95124 -0.55681 0.60656  -0.606
C 0.46739 -0.50111 1.00143  -0.926
C 1.64564 2.08932 0.13570  -0.530
C 2.08268 0.65844 -0.23581  -0.316
C -0.30987 0.46109 0.01961  -0.040
C -1.20173 -0.24196 -0.98598  0.493
C 0.80378 1.21709 -0.58813  0.090
C -2.42415 -0.69877 -0.23624  -1.412
N -1.53611 0.76623 -1.94255  -0.460
S -0.11842 1.44901 -2.72495  -0.152
H 2.70149 -0.69558 1.47879  0.286
H 2.06627 -1.51569 -0.13669  0.222
H -0.03886 -1.48919 0.92449  0.322
H 0.30485 -0.30043 2.08957  0.342
H 1.36264 2.36712 1.24967  0.212
H 2.23318 2.84273 -0.52211  0.253
H 2.95962 0.56503 -0.86288  0.387
H -1.06178 1.03108 0.68908  0.278
H -0.79287 -1.14776 -1.33516  0.172
H -3.19136 -1.11241 -0.96536  0.333
H -2.87010 0.06028 0.49838  0.324
H -2.23651 -1.46314 0.50833  0.371
H -2.21288 0.50232 -2.64615  0.357

---

[2]
A structure of composition C28H51AlFN2O2SSbSi4. Source: the OMol25 dataset; level of theory: the ωB97M-V functional and the def2-TZVPD basis.

Kohn-Sham gap   7.4 eV
Molar mass   759.88 g mol⁻¹
Highest occupied orbital energy   -7.332 eV
F_max   0.216 eV/A
Multiplicity   1

Last column: Mulliken charge in e.
Element x y z (Å)
Al 0.20506 1.43841 -0.00235  -0.411
C -3.01622 1.47214 1.77706  -0.928
Si -1.48804 1.84889 2.78678  0.529
C -1.73177 0.77507 4.31882  -0.861
C -1.59844 3.67534 3.24109  -1.217
N 0.01820 1.53869 1.93819  1.417
C 1.19715 1.69010 2.65556  0.347
C 1.36700 2.11144 3.98837  -0.474
C 2.61840 2.18152 4.58509  -1.199
C 3.77658 1.85584 3.89656  -0.629
C 3.66552 1.47185 2.56607  -1.084
C 2.41031 1.41554 2.02386  0.312
F 2.28545 1.06854 0.69169  0.390
H -3.86585 1.55701 2.46003  0.490
H -3.02364 0.45933 1.37187  -0.114
H -3.17911 2.16518 0.95515  0.423
H -2.71964 1.00319 4.72815  0.415
H -1.00943 0.89276 5.12230  0.372
H -1.73770 -0.28197 4.03923  -0.111
H -2.48557 3.87729 3.84559  0.403
H -1.68545 4.26604 2.32459  0.225
H -0.72738 4.03810 3.78823  0.368
H 0.51136 2.40209 4.57436  0.419
H 2.68174 2.50468 5.61642  0.427
H 4.74503 1.91140 4.37256  0.417
H 4.52405 1.22610 1.95581  0.491
C 0.78220 6.08770 -0.02431  -1.426
C 0.76020 4.63918 0.05296  0.867
N 0.75789 3.49741 0.10421  0.108
H 1.76224 6.41640 -0.36578  0.363
H 0.57561 6.50965 0.95770  0.331
H 0.02366 6.42215 -0.73019  0.326
O -2.19203 2.71726 -7.37465  -0.504
C -1.22609 1.78398 -7.20006  0.573
O -0.97074 1.03100 -8.09866  -0.571
C -0.54491 1.73944 -5.87295  0.928
C 0.40714 0.74088 -5.68025  -0.743
C 1.06636 0.61539 -4.47403  -0.586
C 0.80780 1.49163 -3.41572  0.793
S 1.68665 1.30347 -1.90670  -0.719
C -0.13067 2.50674 -3.62104  -0.785
C -0.80031 2.62330 -4.82524  -0.728
H -2.30978 3.23323 -6.57038  0.283
H 0.60855 0.06004 -6.49601  0.456
H 1.79186 -0.17485 -4.33245  0.306
H -0.33873 3.20329 -2.81924  0.459
H -1.52066 3.43020 -4.91622  0.161
C -1.54853 1.62431 -0.89112  -0.195
H -1.41604 1.42971 -1.95766  -0.078
H -1.98655 2.62483 -0.80199  0.354
H -2.29599 0.91543 -0.53438  -0.418
C 2.17450 -4.62176 -0.51830  -0.950
Si 2.31756 -2.75194 -0.59827  0.453
C 2.78708 -2.26888 -2.34229  -0.863
C 3.62728 -2.18243 0.61834  -0.930
Sb 0.15721 -1.53629 0.06415  -0.904
Si -1.57852 -2.49568 -1.55640  0.534
C -1.47716 -4.36247 -1.72815  -1.119
C -1.28620 -1.69981 -3.22662  -0.543
C -3.28829 -2.03176 -0.93522  -1.007
Si -0.37670 -2.69132 2.29163  0.783
C 0.75384 -1.90164 3.56614  -0.606
C -2.18327 -2.39619 2.72603  -1.221
C -0.09734 -4.55015 2.32817  -1.169
H 3.13406 -5.05498 -0.81557  0.395
H 1.41416 -5.00259 -1.20032  0.195
H 1.94166 -4.98235 0.48121  0.221
H 3.79686 -2.62718 -2.56142  0.546
H 2.76329 -1.18717 -2.46912  0.047
H 2.10728 -2.71733 -3.07085  0.291
H 4.59534 -2.61646 0.35479  0.497
H 3.38971 -2.48586 1.64018  0.272
H 3.72826 -1.09668 0.60583  0.060
H -0.56039 -4.66800 -2.23394  0.246
H -2.31953 -4.70903 -2.33352  0.389
H -1.52357 -4.87511 -0.76582  0.251
H -0.41164 -2.12267 -3.72493  0.275
H -1.12689 -0.62349 -3.14247  -0.201
H -2.15270 -1.86296 -3.87294  0.481
H -3.55184 -2.56239 -0.02128  0.246
H -4.02591 -2.29300 -1.69906  0.435
H -3.37419 -0.96117 -0.74387  0.210
H 0.79887 -0.81779 3.45721  -0.192
H 1.77096 -2.28790 3.46961  0.372
H 0.40673 -2.12679 4.57831  0.481
H -2.54086 -1.40924 2.43366  0.191
H -2.32508 -2.50175 3.80508  0.478
H -2.81512 -3.14127 2.23944  0.432
H 0.96182 -4.79576 2.41155  0.311
H -0.49821 -5.06026 1.45160  0.249
H -0.59982 -4.95685 3.21048  0.394

---

[3]
The molecule C4H9NO2. Source: the OMol25 dataset; level of theory: the ωB97M-V functional and the def2-TZVPD basis.

Kohn-Sham gap   10.0 eV
Molar mass   103.12 g mol⁻¹
Highest occupied orbital energy   -9.447 eV
F_max   0.784 eV/A
Energy relative to the best compared isomer or geometry (same formula, charge and spin)   68.7 kJ/mol
Multiplicity   1

Last column: Mulliken charge in e.
Element x y z (Å)
N -1.38668 1.41210 0.26078  -0.292
C -0.11683 1.87581 0.33340  0.514
O 0.14529 3.03271 0.62776  -0.648
C 0.98168 0.80764 -0.00188  -0.601
C 0.86355 -0.64874 0.50492  -0.618
C 0.13187 -1.66042 -0.41027  -0.413
O -1.25590 -1.34420 -0.47903  -0.553
H -2.14397 2.03762 0.48875  0.195
H -1.56284 0.45813 -0.02521  0.243
H 1.03610 0.65480 -1.07812  0.257
H 1.89965 1.33096 0.32426  0.302
H 1.87951 -1.06053 0.60058  0.326
H 0.39037 -0.68839 1.48812  0.326
H 0.56011 -1.70611 -1.42803  0.367
H 0.24402 -2.67817 0.00303  0.301
H -1.66592 -1.82320 -1.20905  0.293